10
Properties=species:S:1:pos:R:3:nbo_charge:R:1 method="wB97M-V/def2-TZVPD" lumo_energy_ev=0.33 gap_ev=11.325 smiles="C[C@H](Cl)C(=O)Cl" total_energy_ha=-1112.31827 homo_energy_ev=-10.99
C -1.0629 0.1949 0.4654 -0.643
C -0.0391 -0.2141 -0.5626 -0.247
Cl -0.0095 -2.0930 -0.6763 -0.104
C 1.3393 -0.0181 -0.0294 0.511
O 1.8733 -0.5004 0.8904 -0.462
Cl 2.0079 1.4180 -0.7022 -0.045
H -0.8342 -0.0998 1.5024 0.246
H -2.1636 0.0225 0.3519 0.249
H -1.0229 1.2629 0.4171 0.227
H -0.0882 0.0272 -1.6568 0.268

---

10
Properties=species:S:1:pos:R:3:nbo_charge:R:1 method="wB97M-V/def2-TZVPD" lumo_energy_ev=0.65 gap_ev=10.340 smiles="C=CC(S)(Cl)Cl" total_energy_ha=-1435.24216 homo_energy_ev=-9.69
C -0.5363 0.7117 0.5142 -0.385
C 0.4208 -0.1795 0.6275 -0.205
C 1.9150 0.0243 -0.0122 -0.250
S 2.2629 -1.3035 -1.2174 0.043
Cl 3.0619 -0.1797 1.3400 0.005
Cl 2.1216 1.6218 -0.7214 0.014
H -1.5100 0.5294 0.9330 0.212
H -0.3889 1.6554 0.0160 0.213
H 0.3316 -1.1383 1.1022 0.221
H 1.5129 -0.7846 -2.1872 0.131

---

9
Properties=species:S:1:pos:R:3:nbo_charge:R:1 method="wB97M-V/def2-TZVPD" lumo_energy_ev=0.95 gap_ev=11.031 smiles=FC1(Cl)CC1 total_energy_ha=-676.69694 homo_energy_ev=-10.08
F -0.2857 1.8931 -0.0679 -0.358
C -0.6032 0.4847 -0.2195 0.282
Cl -2.3097 0.1381 -0.0622 0.009
C 0.3181 -0.2359 0.7975 -0.452
C 0.4921 -0.3874 -0.7848 -0.452
H 0.9009 0.4521 1.3905 0.232
H 0.0607 -1.1217 1.4683 0.233
H 0.1666 -1.4429 -1.1586 0.253
H 1.2601 0.2199 -1.3633 0.253

---

9
Properties=species:S:1:pos:R:3:nbo_charge:R:1 method="wB97M-V/def2-TZVPD" lumo_energy_ev="0.23 / 0.03" gap_ev="8.790 / 8.230" total_energy_ha=-676.62772 homo_energy_ev="-8.56 / -8.19"
C 0.6000 -0.4214 -0.1022 -0.556
C 0.1217 0.7981 -0.8367 -0.289
C -0.5134 -0.6300 1.0201 0.340
F -1.7249 -0.9522 0.5689 -0.327
Cl -0.5894 0.4622 2.3250 0.000
H 0.5053 -1.3420 -0.7510 0.228
H 1.6379 -0.3410 0.1258 0.241
H 0.7304 1.7355 -0.9458 0.189
H -0.7675 0.6907 -1.4042 0.174

---

The records above yield energy relative to the best compared isomer or geometry (same formula, charge and spin) values of 0.555; 0.449; 1.212; 3.096 eV, respectively.